(1)
9 unconnected molecules or ions with the total composition C49H124N10O17 in a non-equilibrium geometry. Source: OMol25; level of theory: wB97M-V/def2-TZVPD.

```
! wB97M-V def2-TZVPD RIJCOSX def2/J DEFGRID3
* xyz 0 1
C -12.850 -11.635 16.521
O -13.533 -12.537 17.347
C -13.053 -12.483 18.698
C -14.234 -12.941 19.562
N -14.783 -14.305 19.353
C -15.904 -14.492 20.329
C -16.335 -15.970 20.410
O -17.548 -15.837 21.183
C -18.344 -16.986 21.311
H -13.084 -10.647 16.919
H -13.250 -11.778 15.518
H -11.788 -11.873 16.448
H -12.782 -11.467 18.985
H -12.203 -13.164 18.747
H -15.035 -12.226 19.377
H -13.845 -12.870 20.578
H -14.940 -14.396 18.360
H -16.771 -13.886 20.066
H -15.450 -14.213 21.280
H -15.535 -16.581 20.827
H -16.627 -16.335 19.426
H -19.038 -16.936 22.150
H -17.617 -17.786 21.453
H -18.966 -17.302 20.474
C -5.943 -10.816 25.015
O -7.072 -10.843 24.094
C -7.202 -11.873 23.140
C -6.206 -11.784 22.043
N -6.375 -12.874 20.995
C -5.437 -12.514 19.969
C -5.288 -13.629 18.858
O -5.056 -14.957 19.234
C -3.956 -15.098 20.205
H -5.948 -9.841 25.501
H -5.015 -10.948 24.458
H -6.062 -11.551 25.811
H -8.167 -11.822 22.635
H -7.100 -12.857 23.597
H -5.199 -11.831 22.456
H -6.239 -10.811 21.554
H -5.979 -13.700 21.421
H -4.460 -12.365 20.429
H -5.626 -11.555 19.487
H -4.541 -13.349 18.115
H -6.243 -13.603 18.333
H -4.190 -14.639 21.166
H -3.022 -14.768 19.750
H -3.702 -16.139 20.401
C -11.401 1.021 21.100
O -10.131 0.400 21.128
C -9.868 -0.294 22.364
C -8.832 -1.409 22.131
N -8.027 -1.673 23.348
C -8.844 -1.983 24.512
C -8.065 -2.698 25.633
O -7.735 -4.048 25.266
C -6.956 -4.678 26.301
H -11.415 1.439 20.094
H -11.576 1.785 21.858
H -12.237 0.322 21.133
H -10.710 -0.690 22.931
H -9.343 0.414 23.005
H -8.197 -1.101 21.301
H -9.296 -2.340 21.806
H -7.426 -2.480 23.262
H -9.754 -2.438 24.120
H -9.157 -1.013 24.898
H -8.864 -2.831 26.364
H -7.289 -2.093 26.101
H -6.056 -4.071 26.405
H -6.823 -5.759 26.265
H -7.495 -4.509 27.233
C -10.215 -5.772 23.416
O -10.741 -6.258 24.610
C -9.900 -6.882 25.588
C -9.412 -8.289 25.135
N -10.595 -9.075 24.810
C -10.160 -10.404 24.439
C -11.307 -11.220 23.913
O -11.763 -10.763 22.612
C -11.026 -11.230 21.508
H -10.979 -5.138 22.966
H -9.969 -6.557 22.701
H -9.371 -5.103 23.583
H -10.633 -7.066 26.373
H -9.106 -6.248 25.983
H -8.726 -8.693 25.880
H -8.865 -8.255 24.193
H -10.972 -8.672 23.964
H -9.595 -10.838 25.263
H -9.403 -10.393 23.655
H -12.172 -11.092 24.564
H -10.985 -12.260 23.860
H -11.083 -12.315 21.416
H -9.976 -10.938 21.505
H -11.465 -10.845 20.587
C -14.021 -7.754 17.945
O -12.684 -7.305 18.296
C -11.777 -8.284 18.902
C -10.388 -7.698 19.156
N -9.493 -7.756 17.985
C -8.294 -6.907 18.066
C -7.445 -7.271 19.304
O -8.021 -6.769 20.588
C -7.417 -7.394 21.694
H -14.424 -8.203 18.853
H -14.071 -8.534 17.186
H -14.646 -6.883 17.750
H -11.703 -9.207 18.327
H -12.229 -8.546 19.858
H -10.093 -8.419 19.918
H -10.379 -6.744 19.682
H -10.112 -7.429 17.257
H -8.527 -5.843 18.108
H -7.692 -7.160 17.193
H -6.433 -6.925 19.091
H -7.330 -8.355 19.328
H -7.524 -8.473 21.805
H -7.691 -6.770 22.545
H -6.342 -7.281 21.555
C -9.224 -15.017 19.140
O -9.437 -15.308 17.743
C -9.602 -14.226 16.841
C -10.137 -14.538 15.431
N -11.165 -15.667 15.483
C -12.321 -15.426 16.305
C -13.164 -16.762 16.593
O -12.425 -17.844 17.181
C -12.066 -17.726 18.595
H -9.939 -14.306 19.553
H -8.235 -14.577 19.268
H -9.296 -15.930 19.732
H -8.705 -13.620 16.712
H -10.324 -13.633 17.402
H -9.236 -14.773 14.865
H -10.517 -13.617 14.989
H -10.627 -16.419 15.889
H -12.961 -14.679 15.835
H -12.195 -14.997 17.300
H -13.642 -17.110 15.677
H -14.061 -16.619 17.196
H -11.750 -16.702 18.796
H -11.199 -18.339 18.842
H -12.953 -17.823 19.221
C -13.636 -8.773 22.510
O -14.698 -7.838 22.608
C -14.316 -6.677 23.395
C -13.904 -6.816 24.869
N -15.006 -7.036 25.833
C -15.776 -8.194 25.497
C -16.539 -8.647 26.782
O -15.692 -9.204 27.843
C -16.436 -9.524 29.050
H -13.986 -9.542 21.821
H -13.484 -9.244 23.481
H -12.728 -8.385 22.050
H -15.094 -5.913 23.381
H -13.404 -6.339 22.903
H -13.549 -5.843 25.209
H -13.054 -7.467 25.071
H -14.696 -7.246 26.771
H -15.195 -9.063 25.186
H -16.476 -7.992 24.687
H -17.306 -9.377 26.521
H -16.973 -7.761 27.244
H -16.706 -8.582 29.527
H -15.794 -10.123 29.698
H -17.317 -10.139 28.869
C -15.834 -4.714 30.184
O -14.496 -5.106 30.144
C -14.133 -5.703 28.903
C -12.717 -6.273 28.905
N -11.818 -5.112 28.875
C -10.514 -5.470 29.330
C -9.522 -4.343 29.180
O -9.774 -3.120 29.769
C -9.051 -1.961 29.325
H -16.374 -5.607 29.870
H -16.006 -3.957 29.419
H -16.056 -4.342 31.184
H -14.207 -4.929 28.139
H -14.799 -6.511 28.603
H -12.693 -6.930 28.036
H -12.620 -6.865 29.815
H -12.209 -4.387 29.460
H -10.134 -6.304 28.740
H -10.660 -5.661 30.393
H -9.460 -4.240 28.097
H -8.613 -4.701 29.664
H -9.180 -1.731 28.267
H -7.987 -2.180 29.411
H -9.246 -1.063 29.911
C -12.139 -9.866 28.172
O -12.571 -9.898 29.306
N -10.943 -10.237 27.755
N -12.763 -9.449 27.154
H -10.647 -10.035 26.811
H -10.342 -10.745 28.389
H -13.733 -9.172 27.193
H -12.264 -9.537 26.280
*
```

Values from the calculation:
Frontier orbital gap in eV: 8.60
HOMO in eV: -8.44
DFT total energy in hartree: -3767.45231
E_LUMO in eV: 0.2

***

(2)
A molecular structure, C49H30BrCaF4N5O2PS. Source: OMol25; level of theory: wB97M-V/def2-TZVPD.

```
! wB97M-V def2-TZVPD RIJCOSX def2/J DEFGRID3
* xyz -1 1
Ca -0.753 0.035 -0.439
O -4.826 -0.953 -0.884
C -3.668 -1.043 -0.453
N -2.964 -0.263 0.349
C -3.509 0.821 1.046
C -4.878 0.969 1.304
C -5.349 1.982 2.128
C -4.462 2.868 2.714
C -3.101 2.746 2.470
C -2.603 1.740 1.636
N -1.253 1.679 1.231
C -0.284 2.267 1.913
O -0.258 2.800 3.034
C 1.018 2.335 1.112
C 2.015 3.214 1.517
C 3.161 3.330 0.750
C 3.283 2.571 -0.405
C 2.250 1.705 -0.725
N 1.155 1.574 0.021
C -2.865 -2.300 -0.809
C -3.478 -3.321 -1.523
C -2.790 -4.505 -1.730
C -1.510 -4.636 -1.215
C -0.962 -3.552 -0.550
N -1.607 -2.406 -0.355
H -5.562 0.283 0.830
H -6.415 2.069 2.307
H -4.821 3.660 3.363
H -2.399 3.423 2.931
H 1.851 3.778 2.424
H 3.949 4.013 1.044
H 4.151 2.633 -1.047
H 2.298 1.087 -1.615
H -4.485 -3.150 -1.877
H -3.250 -5.315 -2.282
H -0.930 -5.541 -1.340
H 0.053 -3.600 -0.168
F 5.887 -2.932 4.928
C 5.232 -2.714 3.786
C 5.698 -3.263 2.609
F 6.807 -4.006 2.612
C 5.004 -3.022 1.437
F 5.512 -3.560 0.322
C 3.842 -2.255 1.396
P 2.854 -2.095 -0.159
C 4.024 -1.241 -1.278
C 5.260 -0.739 -0.882
C 6.031 0.015 -1.756
C 5.579 0.274 -3.041
C 4.343 -0.212 -3.444
C 3.564 -0.952 -2.568
C 2.894 -3.863 -0.675
C 2.404 -4.806 0.231
C 2.279 -6.140 -0.128
C 2.630 -6.553 -1.405
C 3.116 -5.624 -2.312
C 3.249 -4.290 -1.951
C 3.407 -1.687 2.597
Br 1.929 -0.530 2.704
C 4.097 -1.926 3.776
F 3.699 -1.401 4.937
H 5.628 -0.921 0.120
H 6.988 0.403 -1.429
H 6.181 0.865 -3.720
H 3.968 -0.001 -4.438
H 2.576 -1.268 -2.879
H 2.110 -4.500 1.229
H 1.900 -6.852 0.595
H 2.520 -7.592 -1.690
H 3.393 -5.933 -3.313
H 3.638 -3.583 -2.671
S -1.895 2.072 -4.832
C -2.371 3.245 -3.652
C -3.033 4.456 -3.826
C -3.299 5.218 -2.705
C -2.910 4.783 -1.433
C -2.249 3.584 -1.261
C -1.979 2.801 -2.385
N -1.327 1.570 -2.371
C -1.206 1.078 -3.567
C -0.554 -0.211 -3.874
C -0.397 -0.567 -5.222
C 0.189 -1.773 -5.558
C 0.600 -2.620 -4.534
C 0.430 -2.236 -3.209
C -0.138 -1.019 -2.795
H -3.340 4.792 -4.808
H -3.821 6.161 -2.813
H -3.139 5.390 -0.567
H -1.951 3.229 -0.284
H -0.726 0.091 -6.020
H 0.312 -2.053 -6.598
H 1.050 -3.580 -4.773
H 0.768 -2.949 -2.459
*
```

Values from the calculation:
Frontier orbital gap in eV: 5.93
HOMO in eV: -4.08
DFT total energy in hartree: -6700.37908
E_LUMO in eV: 1.9

***

Energy relative to the best compared isomer or geometry (same formula, charge and spin): 136.1 12.8 (kcal per mole)